# C5H9NO

A molecular structure, C5H9NO (the ωB97M-V functional and the def2-TZVPD basis, the OMol25 dataset).

As for the orbital gap: 9.45 eV. For the energy relative to the best compared isomer or geometry (same formula, charge and spin), the calculation gives 93.7 kcal per mole. The calculated total energy is -8865.149 eV.

Structure (XYZ):
```
16
Properties=species:S:1:pos:R:3:lowdin_charge:R:1
C -0.12 -1.60 1.39 -0.105
C 0.10 -0.22 0.79 -0.212
C -0.14 -0.21 -0.73 -0.429
O -1.48 -0.54 -1.04 -0.032
C 0.16 1.10 -1.40 -0.081
C 0.99 1.98 -0.89 -0.272
N 1.46 2.97 -0.32 0.171
H 0.52 -2.36 0.92 0.079
H 0.10 -1.61 2.46 0.073
H -1.17 -1.92 1.28 0.070
H 1.13 0.10 0.99 0.114
H -0.57 0.51 1.26 0.123
H 0.54 -0.94 -1.19 0.141
H -1.60 -1.47 -0.82 0.085
H 0.28 2.92 -0.31 0.158
H -0.21 1.29 -2.40 0.117
```

=====

# C5H9NO

C5H9NO in the gas phase (the ωB97M-V functional and the def2-TZVPD basis, the OMol25 dataset).

As for the orbital gap: 10.20 eV. Its SMILES is C=CC[C@H](N)C=O. For the energy relative to the best compared isomer or geometry (same formula, charge and spin), the calculation gives 50.9 kcal per mole. The calculated total energy is -8867.005 eV.

Structure (XYZ):
```
16
Properties=species:S:1:pos:R:3:lowdin_charge:R:1
C -1.80 -1.71 0.91 0.012
C -0.65 -1.32 0.38 -0.190
C 0.26 -0.20 0.80 -0.182
C 0.87 0.53 -0.38 -0.389
N 1.75 1.64 0.06 0.058
C -0.13 0.77 -1.49 -0.242
O 0.15 0.71 -2.65 0.067
H -2.21 -1.39 1.86 0.059
H -2.26 -2.55 0.43 0.048
H -0.37 -1.71 -0.60 0.109
H 1.07 -0.59 1.42 0.120
H -0.20 0.52 1.50 0.120
H 1.62 -0.13 -0.82 0.142
H 1.91 2.21 -0.76 0.068
H 1.19 2.30 0.60 0.069
H -1.20 0.94 -1.24 0.133
```

=====

# C5H9NO

C5H9NO in the gas phase (the ωB97M-V functional and the def2-TZVPD basis, the OMol25 dataset).

As for the orbital gap: 11.56 eV. Its SMILES is C[C@H](C#N)CCO. For the energy relative to the best compared isomer or geometry (same formula, charge and spin), the calculation gives 24.5 kcal per mole. The calculated total energy is -8868.148 eV.

Structure (XYZ):
```
16
Properties=species:S:1:pos:R:3:lowdin_charge:R:1
C -2.09 -0.25 -0.19 -0.063
C -0.57 -0.44 -0.15 -0.373
C -0.17 -1.36 0.93 -0.204
N 0.18 -2.07 1.77 0.156
C 0.17 0.90 -0.03 -0.157
C 1.70 0.76 -0.01 -0.260
O 2.17 -0.24 -0.90 -0.067
H -2.35 0.44 -1.00 0.083
H -2.46 0.18 0.75 0.087
H -2.61 -1.20 -0.36 0.084
H -0.24 -0.91 -1.09 0.143
H -0.14 1.51 -0.89 0.119
H -0.16 1.43 0.87 0.127
H 2.03 0.55 1.02 0.119
H 2.15 1.71 -0.31 0.117
H 2.37 -1.03 -0.38 0.089
```

=====

# C5H9NO

C5H9NO in the gas phase (the ωB97M-V functional and the def2-TZVPD basis, the OMol25 dataset).

As for the orbital gap: 10.79 eV. Its SMILES is [H]/N=C1\CC[C@@H](O)C1. For the energy relative to the best compared isomer or geometry (same formula, charge and spin), the calculation gives 26.0 kcal per mole. The calculated total energy is -8868.084 eV.

Structure (XYZ):
```
16
Properties=species:S:1:pos:R:3:lowdin_charge:R:1
H 1.22 -1.98 1.83 0.044
N 1.42 -0.99 1.93 0.140
C 0.72 -0.50 1.00 -0.378
C -0.11 -1.35 0.03 -0.135
C -0.94 -0.30 -0.70 -0.151
C -0.01 0.93 -0.71 -0.427
O -0.65 2.14 -0.99 -0.017
C 0.57 0.97 0.70 -0.078
H -0.74 -2.13 0.49 0.119
H 0.54 -1.90 -0.67 0.123
H -1.82 -0.05 -0.10 0.126
H -1.27 -0.58 -1.70 0.116
H 0.82 0.72 -1.41 0.157
H -1.04 2.06 -1.87 0.095
H -0.18 1.41 1.37 0.138
H 1.49 1.56 0.79 0.130
```

=====

# C5H9NO

C5H9NO in the gas phase (the ωB97M-V functional and the def2-TZVPD basis, the OMol25 dataset).

As for the orbital gap: 9.36 eV. Its SMILES is CC(C)=C=NCO. For the energy relative to the best compared isomer or geometry (same formula, charge and spin), the calculation gives 53.3 kcal per mole. The calculated total energy is -8866.901 eV.

Structure (XYZ):
```
16
Properties=species:S:1:pos:R:3:lowdin_charge:R:1
C -1.87 -0.96 0.41 -0.066
C -0.98 0.01 -0.32 -0.336
C -1.08 0.12 -1.82 -0.068
C -0.05 0.68 0.34 -0.104
N 0.88 1.20 0.95 0.105
C 2.07 0.33 1.04 -0.305
O 3.18 0.99 1.54 -0.040
H -1.67 -1.98 0.07 0.080
H -1.71 -0.92 1.49 0.079
H -2.93 -0.75 0.22 0.078
H -2.09 0.39 -2.14 0.078
H -0.83 -0.85 -2.28 0.079
H -0.38 0.86 -2.22 0.079
H 2.26 -0.10 0.05 0.124
H 1.84 -0.47 1.74 0.126
H 3.48 1.64 0.89 0.090
```

=====

# C5H9NO

2 unconnected molecules or ions with the total composition C5H9NO (the ωB97M-V functional and the def2-TZVPD basis, the OMol25 dataset).

As for the orbital gap: 10.57 eV. For the energy relative to the best compared isomer or geometry (same formula, charge and spin), the calculation gives 56.4 kcal per mole. The calculated total energy is -8866.768 eV.

Structure (XYZ):
```
16
Properties=species:S:1:pos:R:3:lowdin_charge:R:1
C -1.33 -0.16 1.24 -0.059
C -1.19 0.09 -0.24 -0.351
N -0.82 1.44 -0.66 0.039
C 0.13 0.34 -0.87 -0.361
C 1.45 0.51 -0.10 -0.109
C 1.63 -2.03 -0.63 0.035
O 1.83 -2.59 0.34 0.058
H -0.63 0.47 1.79 0.074
H -2.34 0.07 1.59 0.074
H -1.11 -1.21 1.47 0.075
H -1.93 -0.42 -0.86 0.134
H -1.30 1.71 -1.51 0.092
H 0.22 -0.02 -1.90 0.121
H 1.28 1.25 0.68 0.075
H 2.21 0.85 -0.80 0.082
H 1.92 -0.31 0.45 0.021
```